[1]
{
  "formula": "C8H10N3",
  "method": "ωB97M-V/def2-TZVPD",
  "homo_lumo_gap_ev": [6.15, 8.68],
  "fmax_ev_per_a": 7.31,
  "multiplicity": 3,
  "homo_energy_ev": [-10.78, -13.32],
  "e_above_lowest_kcal_mol": 21.9,
  "total_charge": 1,
  "e_tot_ev": -12917.784,
  "species": ["C", "C", "C", "C", "C", "C", "C", "C", "N", "N", "N", "H", "H", "H", "H", "H", "H", "H", "H", "H", "H"],
  "xyz": [[-2.323, -2.460, 0.085], [-1.863, -2.429, -1.282], [-1.920, -1.504, 1.046], [-0.949, -1.506, -1.697], [-0.980, -0.604, 0.614], [-0.594, -0.533, -0.738], [-0.319, 0.459, 1.379], [0.366, 0.527, -0.888], [0.552, 1.024, 0.321], [2.766, 2.806, 0.731], [3.782, 3.040, 0.117], [-3.205, -3.090, 0.293], [-2.274, -2.979, -2.081], [-2.317, -1.514, 2.085], [-0.724, -1.400, -2.700], [-1.095, 1.102, 1.756], [0.221, 0.155, 2.340], [1.227, 1.820, 0.397], [1.198, 0.717, -1.486], [3.978, 2.642, -0.789], [4.474, 3.727, 0.496]],
  "forces_ev_per_angstrom": [[-0.97, 0.68, -0.98], [-0.14, 0.43, 1.82], [-0.46, -1.64, -0.35], [-0.90, 1.31, 2.65], [-0.12, -0.08, -0.56], [0.78, -0.90, -1.26], [1.05, -0.09, 0.50], [-0.34, -1.39, 4.61], [0.04, 1.65, -0.32], [-5.80, -1.53, 3.06], [6.47, 2.33, -2.48], [0.84, 0.05, 0.10], [-0.68, -1.29, -0.18], [0.37, -0.04, -0.96], [0.72, 0.13, -1.83], [-0.14, 1.05, -0.14], [-0.17, 0.20, -1.65], [-0.34, -0.59, 0.84], [0.38, 0.50, -2.13], [0.11, -0.04, -0.20], [-0.69, -0.73, -0.53]]
}



[2]
{
  "formula": "C8H10N6",
  "method": "ωB97M-V/def2-TZVPD",
  "homo_lumo_gap_ev": 7.78,
  "fmax_ev_per_a": 7.82,
  "multiplicity": 1,
  "homo_energy_ev": -8.35,
  "e_above_lowest_kcal_mol": 325.6,
  "e_tot_ev": -17383.170,
  "species": ["C", "C", "C", "C", "C", "C", "C", "C", "H", "H", "H", "H", "H", "H", "H", "H", "H", "H", "N", "N", "N", "N", "N", "N"],
  "xyz": [[1.672, -0.616, -0.119], [-0.888, -0.746, 0.058], [-2.119, -1.410, -0.027], [-3.444, -0.752, 0.035], [-3.411, 0.637, -0.008], [-2.093, 1.134, -0.136], [-0.923, 0.590, 0.027], [1.453, 0.801, -0.009], [3.121, -2.786, 1.109], [3.370, -3.154, -0.984], [0.430, -2.376, 0.558], [-1.993, -2.486, 0.145], [-4.624, -0.924, 0.260], [-4.243, 1.561, -0.569], [-2.220, 2.168, -0.535], [0.079, 2.204, 0.877], [1.087, 2.681, -0.292], [3.647, 3.156, -0.802], [2.518, -2.596, -0.046], [2.820, -1.233, -0.413], [0.377, -1.281, 0.510], [0.147, 1.451, -0.130], [2.687, 1.306, 0.178], [2.550, 2.672, 0.314]],
  "forces_ev_per_angstrom": [[-2.02, -3.04, 1.14], [1.13, -2.35, 1.66], [-1.62, -1.04, 1.54], [-1.48, 0.83, 0.70], [0.91, 2.13, -3.16], [-5.84, 5.02, -1.30], [0.09, 0.66, -1.55], [3.69, -0.77, 0.17], [-1.86, 0.64, -4.61], [-3.07, 1.47, 4.12], [0.04, 2.91, -0.46], [-0.64, 0.25, -0.23], [3.19, -1.73, -0.90], [2.00, -3.63, 2.55], [1.20, -0.41, 0.77], [0.24, -2.86, -3.52], [3.84, 1.60, 0.48], [-3.18, -1.18, 3.16], [6.21, -3.11, -0.33], [-4.64, 1.21, 1.67], [1.52, -2.58, -2.05], [4.77, 3.08, 5.38], [-4.02, 1.95, -0.78], [-0.45, 0.96, -4.45]]
}



[3]
{
  "formula": "C8H10NO2S",
  "method": "ωB97M-V/def2-TZVPD",
  "homo_lumo_gap_ev": 8.57,
  "fmax_ev_per_a": 3.42,
  "multiplicity": 1,
  "homo_energy_ev": -13.17,
  "e_above_lowest_kcal_mol": 76.2,
  "total_charge": 1,
  "e_tot_ev": -24867.827,
  "species": ["C", "C", "C", "C", "C", "C", "C", "C", "N", "O", "O", "S", "H", "H", "H", "H", "H", "H", "H", "H", "H", "H"],
  "xyz": [[2.390, -1.178, 0.476], [1.698, 0.750, -0.807], [3.670, -0.599, 0.505], [3.019, 1.211, -0.700], [1.464, -0.443, -0.194], [-0.378, -1.208, -0.334], [-3.498, -0.448, -0.676], [-1.940, 0.826, 1.376], [3.949, 0.545, -0.063], [-0.700, -2.318, -0.343], [-1.510, 1.269, -1.214], [-1.826, 0.189, -0.323], [2.202, -2.123, 0.950], [0.957, 1.316, -1.343], [4.482, -1.103, 1.009], [3.304, 2.147, -1.155], [-4.214, 0.326, -0.436], [-3.661, -1.337, -0.080], [-3.545, -0.683, -1.735], [-2.445, 1.787, 1.342], [-0.933, 0.959, 1.761], [-2.485, 0.114, 1.983]],
  "forces_ev_per_angstrom": [[0.38, -0.24, 0.23], [0.21, 0.48, -0.18], [-0.62, -0.71, 0.21], [-0.90, 0.05, -0.27], [-3.28, -0.88, -0.47], [3.11, 0.82, 0.61], [0.89, -0.30, 0.14], [0.18, -0.66, -0.41], [1.05, 0.45, 0.05], [-0.06, -0.04, -0.07], [0.44, 0.49, -0.70], [-1.31, 0.73, 0.84], [-0.10, -0.20, 0.06], [-0.10, 0.04, -0.05], [0.02, -0.14, 0.10], [-0.02, 0.12, -0.09], [0.04, 0.31, 0.16], [-0.07, -0.21, 0.14], [0.18, 0.00, -0.10], [-0.12, 0.04, -0.28], [0.17, -0.02, -0.07], [-0.09, -0.14, 0.14]]
}



[4]
{
  "formula": "C8H10NO5P",
  "method": "ωB97M-V/def2-TZVPD",
  "homo_lumo_gap_ev": 6.14,
  "fmax_ev_per_a": 6.61,
  "multiplicity": 1,
  "homo_energy_ev": -0.26,
  "e_above_lowest_kcal_mol": 41.8,
  "total_charge": -2,
  "e_tot_ev": -29471.126,
  "species": ["C", "C", "C", "C", "C", "C", "C", "C", "N", "O", "O", "O", "O", "O", "P", "H", "H", "H", "H", "H", "H", "H", "H", "H", "H"],
  "xyz": [[-1.897, 0.665, 0.995], [-1.689, -0.532, 1.429], [-1.361, 0.024, -1.356], [-0.829, -1.259, -0.883], [-1.194, 1.072, -0.308], [-0.569, -1.242, 0.639], [0.256, 1.380, 0.054], [0.760, -0.568, 0.889], [0.984, 2.373, -0.226], [3.321, -0.127, 0.654], [2.572, -2.516, 0.565], [2.197, 2.401, 0.170], [0.493, 3.365, -0.872], [2.378, -0.931, -1.482], [2.284, -1.144, 0.001], [-2.675, 1.269, 1.329], [-2.329, -0.915, 2.250], [-0.934, 0.275, -2.328], [-2.417, -0.054, -1.560], [-1.460, -2.094, -0.981], [0.159, -1.407, -1.214], [-1.599, 2.021, -0.721], [-0.455, -2.269, 0.988], [3.034, 0.610, 0.084], [0.969, -0.398, 1.882]],
  "forces_ev_per_angstrom": [[0.03, 1.29, -2.80], [0.61, -2.08, 0.43], [-0.60, 0.10, -1.09], [0.49, -0.41, 2.32], [0.94, 3.12, 0.79], [-0.15, -0.13, 1.33], [-1.69, -6.16, 1.72], [-0.79, 3.05, -4.06], [0.67, 0.80, -0.09], [0.23, 0.35, 0.01], [-0.46, 0.09, -0.09], [1.01, 0.33, -0.06], [-0.24, 0.83, -0.45], [-0.96, 0.00, 0.02], [0.52, -2.03, 0.55], [-1.16, 1.20, 0.85], [0.84, -0.23, -0.39], [0.34, 0.40, 0.19], [-0.80, -0.10, -0.02], [-0.88, -1.18, -1.06], [0.89, -0.66, -1.31], [-0.03, -0.34, 0.48], [-0.01, -0.26, -0.03], [0.64, 1.53, 0.56], [0.57, 0.49, 2.21]]
}



[5]
{
  "formula": "C8H10O",
  "method": "ωB97M-V/def2-TZVPD",
  "homo_lumo_gap_ev": 9.10,
  "fmax_ev_per_a": 19.25,
  "multiplicity": 1,
  "homo_energy_ev": -8.35,
  "e_above_lowest_kcal_mol": 88.4,
  "e_tot_ev": -10501.771,
  "species": ["C", "C", "C", "C", "C", "C", "C", "C", "H", "H", "H", "H", "H", "H", "H", "H", "H", "H", "O"],
  "xyz": [[2.308, 1.205, 0.511], [0.859, 1.059, 1.009], [0.005, 0.247, 0.129], [-0.058, 0.403, -1.194], [-0.907, -0.310, -1.969], [-1.666, -1.351, -1.396], [-1.647, -1.578, -0.062], [-0.858, -0.677, 0.760], [2.895, 1.995, 1.000], [2.339, 1.757, -0.488], [2.823, 0.554, 0.386], [0.801, 0.565, 1.867], [0.388, 2.126, 1.116], [0.556, 1.135, -1.532], [-0.982, -0.157, -3.179], [-2.545, -2.176, -1.865], [-2.087, -2.339, 0.504], [-1.430, -1.611, 2.279], [-0.791, -0.848, 2.124]],
  "forces_ev_per_angstrom": [[-10.15, 16.34, 0.65], [0.71, 3.70, -3.08], [-1.62, -1.34, 3.16], [-1.06, -0.75, -0.70], [-1.74, -1.56, -4.50], [-3.14, -2.47, -1.77], [2.64, 3.21, 2.54], [0.38, -1.12, -1.79], [-0.36, -0.39, 0.90], [-0.58, -0.87, 0.67], [10.38, -14.77, -2.11], [0.24, -1.35, 4.15], [0.88, -1.86, 0.03], [1.63, 2.00, -1.72], [0.28, -0.27, 3.34], [3.05, 2.90, 0.32], [-1.17, -1.32, 0.12], [1.28, 1.47, 0.24], [-1.66, -1.55, -0.44]]
}



[6]
{
  "formula": "C8H10O",
  "method": "ωB97M-V/def2-TZVPD",
  "homo_lumo_gap_ev": [7.46, 7.15],
  "fmax_ev_per_a": 6.12,
  "multiplicity": 1,
  "homo_energy_ev": [-8.03, -8.03],
  "e_above_lowest_kcal_mol": 165.6,
  "e_tot_ev": -10498.424,
  "species": ["C", "C", "C", "C", "C", "C", "C", "C", "O", "H", "H", "H", "H", "H", "H", "H", "H", "H", "H"],
  "xyz": [[1.242, -0.514, 0.502], [2.089, -1.461, 0.779], [0.064, 0.141, 0.733], [-0.925, -0.123, -0.301], [-0.438, 0.985, 1.708], [-0.691, -0.542, -1.531], [0.294, 2.095, 2.479], [-1.750, -0.656, -2.578], [0.533, -0.861, -1.993], [3.107, -1.594, 0.310], [2.060, -1.978, 1.700], [1.224, -0.667, -1.386], [-1.878, -0.022, 0.152], [1.443, 1.842, 2.484], [0.046, 2.927, 1.908], [-0.122, 2.136, 3.390], [-2.138, 0.418, -2.952], [-2.597, -0.810, -2.018], [-1.565, -1.317, -3.387]],
  "forces_ev_per_angstrom": [[0.84, 0.34, 1.74], [2.20, 0.68, -0.59], [-0.33, 0.14, -1.39], [-0.43, -0.27, 1.28], [1.54, 0.70, 1.37], [0.48, -0.08, -1.44], [2.70, -4.28, -3.45], [0.03, 3.91, -0.20], [-0.98, -0.25, -2.11], [-1.32, 0.33, 0.00], [-0.65, -0.96, 0.83], [0.91, 0.27, 1.19], [-1.22, 0.20, -0.59], [-2.00, 0.88, 0.06], [-0.01, 2.02, -0.92], [-1.20, 0.48, 3.46], [1.68, -2.04, 0.22], [-2.35, -1.52, 0.98], [0.11, -0.55, -0.46]]
}



[7]
{
  "formula": "C8H10O3",
  "method": "ωB97M-V/def2-TZVPD",
  "homo_lumo_gap_ev": 9.72,
  "fmax_ev_per_a": 2.69,
  "multiplicity": 1,
  "homo_energy_ev": -9.82,
  "e_above_lowest_kcal_mol": 51.6,
  "e_tot_ev": -14598.141,
  "species": ["C", "C", "C", "C", "C", "C", "C", "C", "H", "H", "H", "H", "H", "H", "H", "H", "H", "H", "O", "O", "O"],
  "xyz": [[-1.878, -1.448, -0.628], [-0.141, -0.013, 0.038], [-1.737, 1.518, 0.663], [0.753, -1.087, 0.661], [2.101, -1.066, 0.700], [2.846, -0.020, -0.038], [1.979, 1.028, -0.692], [0.663, 1.081, -0.644], [-1.492, -2.508, -0.784], [-2.669, -1.358, -1.376], [-2.242, -1.393, 0.437], [-2.442, 1.624, 1.551], [-1.188, 2.461, 0.599], [-2.231, 1.238, -0.292], [0.141, -1.861, 1.091], [2.633, -1.867, 1.225], [2.488, 1.726, -1.367], [0.217, 1.947, -1.255], [-0.948, -0.496, -0.992], [-0.900, 0.466, 1.084], [4.047, 0.027, 0.017]],
  "forces_ev_per_angstrom": [[-0.79, -2.57, 0.14], [1.63, 0.48, -0.41], [-1.48, 0.29, 1.55], [0.50, 0.54, -0.37], [-1.68, -0.70, -0.18], [-1.20, 0.35, 1.04], [1.40, -0.07, -0.91], [-0.22, 0.93, -0.95], [-0.14, 1.11, 0.31], [-0.34, 0.05, 0.49], [0.20, 0.30, -1.14], [0.43, 0.01, -1.51], [-0.02, -0.08, -0.26], [0.03, 0.53, 0.74], [0.21, -0.34, 0.43], [0.02, 0.47, -0.34], [0.13, -0.12, 0.61], [0.10, -1.74, 1.19], [0.55, 0.36, -0.28], [0.03, -0.05, 0.42], [0.65, 0.24, -0.56]]
}



[8]
{
  "formula": "C8H10O3PS",
  "method": "ωB97M-V/def2-TZVPD",
  "homo_lumo_gap_ev": [5.18, 7.81],
  "fmax_ev_per_a": 1.68,
  "multiplicity": 1,
  "homo_energy_ev": [-12.31, -13.51],
  "e_above_lowest_kcal_mol": 0.0,
  "total_charge": 1,
  "e_tot_ev": -34716.580,
  "species": ["C", "C", "C", "C", "C", "C", "C", "C", "O", "O", "O", "P", "S", "H", "H", "H", "H", "H", "H", "H", "H", "H", "H"],
  "xyz": [[-0.650, -3.257, 1.521], [0.728, -3.398, 1.289], [-1.291, -2.032, 1.316], [1.465, -2.337, 0.854], [-0.592, -0.932, 0.881], [0.854, -1.033, 0.653], [-1.245, 0.376, 0.571], [0.824, 3.840, -0.977], [1.528, -0.040, 0.348], [-1.210, 0.605, -0.847], [-0.133, 2.794, -0.919], [-0.007, 1.341, -1.575], [-0.858, 1.340, -3.512], [-1.222, -4.112, 1.846], [1.199, -4.359, 1.448], [-2.351, -1.944, 1.509], [2.528, -2.412, 0.693], [-2.300, 0.381, 0.848], [-0.730, 1.192, 1.092], [0.915, 4.238, -1.987], [1.793, 3.495, -0.618], [0.455, 4.623, -0.315], [0.300, 1.629, -4.119]],
  "forces_ev_per_angstrom": [[0.17, -0.15, 0.01], [0.02, -0.04, -0.09], [0.03, 0.60, -0.15], [0.00, 0.20, 0.10], [0.09, -0.34, -0.13], [-0.64, -0.80, 0.48], [0.04, 0.00, 1.12], [0.68, 0.83, 0.06], [-0.08, 0.83, -0.75], [0.74, -0.02, -1.02], [-0.05, -1.43, -0.21], [-1.39, 0.74, 0.58], [0.30, -0.15, 0.43], [-0.05, -0.02, 0.06], [0.00, 0.02, 0.02], [-0.09, -0.04, -0.04], [0.13, 0.01, -0.08], [0.16, 0.00, -0.09], [-0.16, -0.07, -0.15], [-0.06, -0.08, 0.00], [-0.01, -0.01, 0.00], [0.04, -0.12, -0.10], [0.14, 0.04, -0.04]]
}